(1)
C34H48InN3P | ωB97M-V/def2-TZVPD

Summary:
total energy: -2019.88542 Eh
ΔE to the lowest compared entry with this formula, charge and spin: 0.0000 eV
total charge: -1
orbital gap (spin up / spin down): 0.1809 / 0.1650 Ha

The geometry in XYZ format:
```
87
Properties=species:S:1:pos:R:3:mulliken_charge:R:1
In 0.10 0.22 0.41 -0.052
N 1.07 4.51 0.32 -0.381
N 2.38 0.50 -1.46 -0.009
C -2.65 -0.25 -1.46 0.575
C -2.33 0.91 -2.23 0.790
C -2.47 2.05 -1.39 0.130
C -2.21 3.46 -1.75 -1.408
H -2.05 3.56 -2.83 0.372
H -1.34 3.87 -1.22 0.244
H -3.08 4.07 -1.48 0.360
C -2.87 1.61 -0.10 0.768
C -3.12 2.48 1.07 -1.024
H -4.17 2.79 1.10 0.354
H -2.51 3.40 1.02 0.320
H -2.90 1.98 2.02 -0.127
C -3.00 0.18 -0.14 0.210
C -3.50 -0.67 0.96 -1.113
H -2.98 -0.47 1.91 0.007
H -3.40 -1.73 0.72 0.328
H -4.57 -0.47 1.13 0.245
C -1.99 0.92 -3.67 -1.461
H -2.91 0.95 -4.28 0.283
H -1.44 0.01 -3.97 0.046
H -1.39 1.80 -3.94 0.379
C -2.66 -1.65 -1.95 -1.192
H -2.47 -2.36 -1.13 0.199
H -1.89 -1.82 -2.72 0.072
H -3.64 -1.90 -2.39 0.277
C 1.64 5.25 1.30 -0.555
H 1.08 6.19 1.52 0.330
C 2.81 4.85 1.95 -0.261
H 3.22 5.52 2.69 0.381
C 3.46 3.63 1.58 -0.559
H 4.40 3.35 2.06 0.398
C 2.82 2.83 0.64 -0.236
H 3.28 1.90 0.23 0.344
C 1.37 3.22 0.25 0.164
C 0.16 2.53 -0.13 -0.579
H 0.24 2.53 -1.25 0.580
C 1.67 -0.64 -1.19 -0.830
C 2.92 0.42 -2.68 -1.166
H 3.23 1.35 -2.99 0.555
C 2.86 -0.89 -3.11 -0.494
H 3.46 -1.35 -3.97 0.562
N 2.04 -1.56 -2.18 0.379
C 1.26 -2.75 -2.42 0.637
C 0.84 -2.99 -3.72 0.964
C 0.17 -4.19 -3.93 -1.151
H -0.10 -4.45 -4.95 0.313
C -0.14 -5.03 -2.85 0.861
C -0.77 -6.36 -3.09 -1.550
H -1.47 -6.59 -2.28 0.372
H 0.00 -7.15 -3.10 0.293
H -1.29 -6.37 -4.04 0.365
C 0.17 -4.65 -1.53 -1.048
H -0.11 -5.28 -0.69 0.338
C 0.88 -3.48 -1.29 1.239
C 1.24 -3.11 0.12 -1.711
H 2.16 -2.52 0.21 0.367
H 1.37 -4.04 0.70 0.618
H 0.42 -2.57 0.63 0.026
C 1.03 -2.01 -4.82 -1.503
H 2.08 -1.83 -5.10 0.387
H 0.54 -1.03 -4.66 0.149
H 0.57 -2.45 -5.71 0.375
C -0.20 2.90 3.62 -0.908
C 0.90 1.85 3.75 -0.480
P 0.60 0.22 2.95 1.092
C 2.20 -0.70 2.99 -0.401
C 3.31 -0.19 3.91 -1.409
C -0.57 -0.75 3.99 -0.672
C -1.68 -0.01 4.74 -1.347
H 0.13 3.83 4.12 0.447
H -0.40 3.15 2.57 -0.134
H -1.14 2.59 4.10 0.334
H 1.83 2.24 3.30 0.039
H 1.13 1.65 4.82 0.499
H 1.93 -1.73 3.25 0.520
H 2.56 -0.71 1.95 -0.012
H 2.99 -0.13 4.95 0.332
H 4.15 -0.90 3.86 0.435
H 3.70 0.79 3.60 0.230
H -1.03 -1.48 3.30 0.278
H 0.04 -1.34 4.70 0.627
H -1.28 0.71 5.46 0.399
H -2.36 0.52 4.06 0.173
H -2.29 -0.73 5.29 0.412
```

(2)
C34H49AlN7O5SSe | ωB97M-V/def2-TZVPD

Summary:
total energy: -5126.48166 Eh
ΔE to the lowest compared entry with this formula, charge and spin: 0.6016 eV
total charge: +1
orbital gap: 0.2984 Ha

The geometry in XYZ format:
```
98
Properties=species:S:1:pos:R:3:mulliken_charge:R:1
Al -2.49 0.44 -0.73 0.422
N -0.74 0.55 2.44 -0.414
N -0.87 -0.85 2.71 -0.113
C -0.52 -1.76 1.80 -0.092
N -0.47 -3.06 2.14 -0.195
S 0.13 -1.38 0.14 -0.358
H 0.18 0.86 2.80 0.110
H -1.46 1.05 2.98 0.331
H -1.17 -1.14 3.66 0.293
H -0.81 -3.37 3.05 0.282
H -0.26 -3.76 1.43 0.196
C 1.15 3.87 -1.52 -0.563
C -0.29 4.08 -1.27 0.033
N -1.23 3.14 -1.26 -0.292
C -2.43 3.78 -1.04 0.300
C -2.18 5.15 -0.92 -0.128
N -0.82 5.29 -1.07 -0.044
C -3.04 6.35 -0.62 0.588
O -4.33 6.15 -0.50 -0.518
O -2.45 7.42 -0.52 -0.608
C -3.72 3.04 -0.99 0.750
O -4.81 3.61 -0.94 -0.794
O -3.67 1.71 -1.04 -0.299
H 1.51 2.94 -1.06 -0.333
H 1.72 4.72 -1.15 0.402
H 1.32 3.77 -2.59 0.312
H -0.32 6.18 -0.98 0.310
H -4.62 5.19 -0.66 0.433
C 5.06 0.02 3.45 -1.305
C 4.00 -0.65 2.55 -0.328
C 2.69 0.19 2.46 0.299
C 2.87 1.54 1.76 -1.213
N 3.19 1.38 0.30 1.295
C 2.49 0.55 -0.55 -2.006
Se -0.27 0.72 -0.48 0.869
N 3.08 0.67 -1.78 1.049
C 2.74 -0.10 -3.01 -1.054
C 3.64 -1.30 -3.28 -0.725
C 3.48 -2.45 -2.24 0.020
C 2.12 -3.17 -2.33 -1.021
C 4.33 1.32 -1.67 0.916
C 5.31 1.67 -2.62 -0.757
C 6.38 2.43 -2.17 -0.799
C 6.46 2.88 -0.83 -0.715
C 5.47 2.58 0.11 -0.893
C 4.39 1.80 -0.32 0.712
H 5.88 -0.68 3.69 0.412
H 4.62 0.35 4.40 0.305
H 5.51 0.89 2.96 0.264
H 3.74 -1.63 2.96 0.504
H 4.42 -0.81 1.54 -0.009
H 2.38 0.41 3.49 0.640
H 1.91 -0.37 1.95 -0.576
H 3.68 2.11 2.22 0.539
H 1.93 2.11 1.82 0.263
H 2.75 0.59 -3.88 0.427
H 1.70 -0.47 -2.89 0.246
H 4.69 -0.97 -3.38 0.387
H 3.34 -1.71 -4.26 0.474
H 3.61 -2.05 -1.21 -0.181
H 4.28 -3.18 -2.40 0.372
H 1.31 -2.51 -1.99 -0.001
H 2.12 -4.06 -1.69 0.397
H 1.92 -3.49 -3.37 0.370
H 5.25 1.36 -3.67 0.413
H 7.18 2.72 -2.86 0.399
H 7.33 3.49 -0.54 0.389
H 5.53 2.96 1.14 0.428
C -4.14 0.22 2.76 -0.904
C -4.86 -1.10 2.39 0.111
C -6.03 -0.83 1.44 -1.498
C -3.99 -2.26 1.83 0.497
C -3.82 -3.45 2.54 -0.761
C -3.25 -4.57 1.94 -1.116
C -2.86 -4.53 0.60 -0.828
C -2.99 -3.34 -0.14 0.549
C -2.91 -3.37 -1.68 -0.066
C -4.35 -3.27 -2.22 -1.391
C -1.98 -2.39 -2.44 -0.572
C -3.39 -2.15 0.54 1.080
O -3.41 -0.93 -0.08 -0.004
H -4.90 0.94 3.14 0.506
H -3.66 0.66 1.88 -0.203
H -3.38 0.06 3.54 0.182
H -5.30 -1.51 3.32 0.524
H -5.67 -0.45 0.47 0.218
H -6.71 -0.09 1.87 0.471
H -6.61 -1.75 1.26 0.357
H -4.13 -3.51 3.59 0.413
H -3.08 -5.49 2.52 0.358
H -2.42 -5.42 0.13 0.424
H -2.57 -4.39 -1.90 0.535
H -4.80 -2.30 -1.94 0.225
H -4.96 -4.08 -1.80 0.352
H -4.37 -3.36 -3.32 0.435
H -2.36 -1.36 -2.38 -0.208
H -1.96 -2.67 -3.51 0.597
H -0.96 -2.41 -2.03 -0.100
```

(3)
C34H49BBiF4N11OPS | ωB97M-V/def2-TZVPD

Summary:
total energy: -3381.04736 Eh
ΔE to the lowest compared entry with this formula, charge and spin: 2.4446 eV
total charge: +1
orbital gap: 0.2512 Ha

The geometry in XYZ format:
```
103
Properties=species:S:1:pos:R:3:mulliken_charge:R:1
Bi -0.31 0.95 0.21 2.417
C 1.46 -2.43 0.53 -1.175
N 2.44 -1.95 -0.41 0.180
C 3.64 -2.75 -0.66 -0.693
C 4.62 -1.73 -1.24 -0.695
N 3.83 -0.50 -1.34 0.252
C 4.58 0.76 -1.34 -1.225
C 2.58 -0.68 -0.83 -0.436
N 1.60 0.21 -0.90 0.712
C 1.79 1.22 -1.97 -1.078
C 0.46 1.78 -2.51 -1.185
N -0.59 0.81 -2.30 -0.147
C -1.40 0.43 -3.23 -0.473
N -2.17 -0.70 -3.12 0.525
C -1.85 -1.74 -2.17 -0.994
C -2.66 -1.10 -4.43 -0.674
C -2.52 0.18 -5.26 -0.605
N -1.62 1.00 -4.45 0.180
C -1.48 2.41 -4.77 -1.047
H 1.65 -3.50 0.64 0.482
H 0.44 -2.30 0.15 0.235
H 0.59 -1.35 2.03 -0.036
H 3.40 -3.54 -1.37 0.419
H 4.00 -3.19 0.27 0.448
H 4.99 -2.03 -2.22 0.431
H 5.48 -1.58 -0.58 0.392
H 5.62 0.52 -1.12 0.442
H 4.22 1.43 -0.57 0.391
H 4.56 1.26 -2.31 0.296
H 2.28 0.71 -2.81 0.819
H 2.41 2.05 -1.66 0.070
H 0.63 2.01 -3.56 0.709
H 0.24 2.72 -2.00 0.142
H -1.68 -1.31 -1.18 -0.049
H -0.97 -2.31 -2.47 0.364
H -2.71 -2.41 -2.09 0.457
H -3.69 -1.45 -4.37 0.309
H -2.05 -1.91 -4.84 0.386
H -3.48 0.70 -5.40 0.378
H -2.10 -0.01 -6.25 0.393
H -2.41 2.76 -5.22 0.352
H -0.68 2.59 -5.49 0.308
H -1.29 2.99 -3.88 0.388
F 1.93 3.73 2.54 -0.300
B 2.06 2.85 1.51 0.181
F 1.41 1.59 1.87 -0.199
F 1.36 3.31 0.35 -0.324
F 3.38 2.56 1.18 -0.412
C -5.51 0.80 -0.40 -0.938
S -4.04 1.81 -0.44 0.432
C -4.13 2.27 -2.18 -0.848
O -2.90 0.83 -0.31 -0.696
H -6.38 1.46 -0.49 0.479
H -5.52 0.30 0.56 0.124
H -5.47 0.08 -1.22 0.359
H -5.06 2.80 -2.34 0.594
H -4.08 1.35 -2.77 0.108
H -3.28 2.92 -2.39 0.221
N -0.89 -0.52 1.53 -0.354
P -1.89 -0.24 2.73 1.533
C -2.74 1.37 2.71 0.690
C -1.94 2.52 2.69 -0.917
C -2.52 3.78 2.74 -0.920
C -3.90 3.90 2.85 -0.669
C -4.70 2.77 2.90 -0.783
C -4.12 1.51 2.82 -0.249
C -1.22 -0.24 4.41 1.106
C -1.93 0.40 5.43 -0.705
C -1.48 0.36 6.74 -0.768
C -0.30 -0.31 7.05 -0.599
C 0.42 -0.93 6.04 -0.782
C -0.04 -0.91 4.74 -0.528
C -3.21 -1.49 2.71 -0.129
C -3.91 -1.87 3.85 -0.319
C -4.95 -2.78 3.76 -0.810
C -5.30 -3.31 2.52 -0.569
C -4.60 -2.94 1.38 -0.679
C -3.56 -2.03 1.47 -0.246
H -0.86 2.43 2.71 0.709
H -1.89 4.66 2.73 0.522
H -4.35 4.89 2.91 0.411
H -5.77 2.87 3.00 0.456
H -4.75 0.62 2.87 0.489
H -2.84 0.95 5.21 0.431
H -2.04 0.86 7.52 0.435
H 0.06 -0.33 8.07 0.408
H 1.35 -1.44 6.27 0.493
H 0.56 -1.39 3.99 0.273
H -3.63 -1.48 4.82 0.413
H -5.48 -3.09 4.65 0.449
H -6.12 -4.02 2.45 0.408
H -4.87 -3.36 0.42 0.438
H -3.00 -1.73 0.60 0.192
N 6.01 -1.93 2.01 -0.392
C 4.83 -1.20 2.05 0.262
N 4.98 0.15 1.97 -0.380
N 3.70 -1.78 2.10 0.008
C 2.52 -1.42 2.59 -0.915
N 1.49 -1.76 1.81 0.555
H 6.80 -1.47 2.42 0.246
H 5.89 -2.87 2.37 0.282
H 5.81 0.54 1.55 0.281
H 4.14 0.70 1.93 0.076
```

(4)
C34H50NO20 | ωB97M-V/def2-TZVPD

Summary:
total energy: -2884.57607 Eh
total charge: +1
orbital gap: 0.2117 Ha

The geometry in XYZ format:
```
105
Properties=species:S:1:pos:R:3:mulliken_charge:R:1
C 5.08 1.93 2.73 -0.866
C 5.64 3.27 1.92 -0.466
C 4.79 3.59 0.53 -0.368
C 3.71 4.82 0.68 -0.684
C 2.30 4.37 1.44 0.240
C 1.69 2.91 1.02 -0.069
C 0.32 2.38 1.77 0.153
C -0.21 0.86 1.31 0.528
O -1.38 0.68 0.68 -0.481
O 0.74 -0.25 1.61 -0.431
C -0.43 3.32 2.89 -0.484
C 0.29 4.80 3.19 -0.228
N 1.58 5.22 2.48 -0.093
H 5.84 1.76 3.63 0.331
H 5.13 0.94 2.08 0.270
H 4.01 2.09 3.19 0.183
H 5.67 4.18 2.65 0.248
H 6.74 2.98 1.56 0.299
H 4.33 2.57 0.17 0.158
H 5.55 3.92 -0.33 0.323
H 3.50 5.34 -0.36 0.262
H 4.20 5.63 1.38 0.368
H 2.18 2.23 0.20 0.354
H 1.47 0.12 2.23 0.374
H -1.40 2.97 3.45 0.375
H -0.22 5.51 4.00 0.347
H 1.96 6.18 2.73 0.327
C -2.26 -2.04 0.66 -1.493
C -1.40 -3.22 1.08 0.749
C -1.01 -4.13 -0.05 -0.557
O -0.79 -5.36 0.62 -0.317
C -1.59 -5.34 1.73 0.609
O -1.80 -6.31 2.44 -0.532
O -2.12 -4.10 1.93 -0.286
H -2.68 -1.55 1.54 0.286
H -1.67 -1.32 0.09 0.384
H -3.10 -2.37 0.04 0.420
H -0.52 -2.87 1.64 0.151
H -0.11 -3.79 -0.57 0.308
H -1.81 -4.28 -0.78 0.317
C 0.97 4.88 -5.20 -1.452
C 1.96 4.67 -4.08 0.799
C 3.12 5.62 -4.10 -0.491
O 4.12 4.89 -3.41 -0.322
C 3.84 3.57 -3.62 0.635
O 4.59 2.65 -3.33 -0.635
O 2.61 3.41 -4.19 -0.290
H 0.27 4.04 -5.26 0.292
H 0.40 5.80 -5.05 0.381
H 1.47 4.94 -6.17 0.237
H 1.44 4.69 -3.11 0.186
H 2.90 6.56 -3.60 0.329
H 3.49 5.83 -5.11 0.320
C 5.82 0.18 -5.40 -1.119
C 7.28 0.03 -5.79 0.506
C 8.20 -0.19 -4.63 -0.447
O 9.43 0.29 -5.13 -0.313
C 9.12 1.24 -6.06 0.619
O 9.93 2.01 -6.56 -0.549
O 7.78 1.24 -6.34 -0.348
H 5.23 0.55 -6.24 0.352
H 5.40 -0.78 -5.07 0.386
H 5.70 0.91 -4.59 0.094
H 7.38 -0.75 -6.55 0.269
H 8.28 -1.25 -4.35 0.328
H 7.94 0.40 -3.74 0.263
C -0.25 1.18 -10.23 -1.451
C 0.32 2.18 -9.25 0.539
C 0.34 1.70 -7.84 -0.559
O 0.32 2.92 -7.11 -0.219
C -0.33 3.82 -7.90 0.596
O -0.71 4.92 -7.52 -0.536
O -0.51 3.33 -9.16 -0.338
H -0.44 1.65 -11.20 0.361
H 0.44 0.34 -10.38 0.375
H -1.21 0.78 -9.89 0.350
H 1.31 2.51 -9.59 0.242
H 1.24 1.12 -7.60 0.327
H -0.54 1.12 -7.56 0.295
C -4.85 -6.17 2.95 -1.476
C -5.96 -5.98 3.96 0.571
C -5.56 -5.17 5.16 -0.522
O -6.47 -5.62 6.14 -0.235
C -6.80 -6.90 5.80 0.583
O -7.42 -7.67 6.52 -0.547
O -6.34 -7.21 4.55 -0.374
H -5.13 -6.93 2.22 0.396
H -4.62 -5.24 2.43 0.326
H -3.93 -6.53 3.44 0.365
H -6.84 -5.56 3.47 0.257
H -5.65 -4.10 5.00 0.350
H -4.54 -5.39 5.52 0.283
C -8.46 -4.95 8.29 -1.279
C -7.90 -3.95 9.27 0.557
C -7.87 -4.43 10.69 -0.468
O -7.90 -3.22 11.42 -0.314
C -8.54 -2.31 10.62 0.620
O -8.92 -1.21 11.00 -0.562
O -8.72 -2.80 9.36 -0.353
H -8.66 -4.48 7.32 0.275
H -7.77 -5.79 8.14 0.326
H -9.42 -5.35 8.64 0.374
H -6.90 -3.62 8.93 0.215
H -6.98 -5.01 10.92 0.307
H -8.76 -5.01 10.97 0.310
```